{"formula": "C34H69ClFIN3O11P2", "method": "ωB97M-V with the def2-TZVPD basis set", "symbols": ["C", "C", "C", "I", "C", "C", "C", "C", "Cl", "C", "N", "C", "C", "C", "C", "C", "C", "C", "C", "C", "C", "C", "O", "C", "C", "O", "N", "C", "O", "F", "N", "H", "H", "H", "H", "H", "H", "H", "H", "H", "H", "H", "H", "H", "H", "H", "H", "H", "H", "H", "H", "H", "H", "H", "H", "H", "H", "H", "H", "H", "H", "H", "H", "H", "H", "H", "H", "H", "H", "H", "O", "P", "O", "C", "C", "O", "C", "C", "O", "C", "C", "H", "H", "H", "H", "H", "H", "H", "H", "H", "H", "H", "H", "H", "H", "H", "O", "P", "O", "C", "C", "O", "C", "C", "O", "C", "C", "H", "H", "H", "H", "H", "H", "H", "H", "H", "H", "H", "H", "H", "H", "H"], "xyz": [[2.228, 1.160, 4.959], [1.543, 2.467, 4.495], [0.016, 2.508, 4.520], [-0.769, 2.014, 6.460], [-0.728, 1.741, 3.384], [-2.123, 2.412, 3.264], [-3.238, 1.597, 2.573], [-3.428, 1.911, 1.081], [-5.110, 1.758, 0.573], [-0.050, 1.901, 2.027], [1.043, 0.972, 1.729], [1.377, 1.021, 0.288], [1.612, 2.443, -0.215], [1.975, 2.435, -1.717], [0.799, 2.000, -2.594], [3.308, 1.689, -1.991], [3.142, 0.305, -2.643], [4.405, -0.535, -2.599], [5.680, -0.101, -2.604], [6.164, 1.000, -3.511], [6.681, -0.775, -1.701], [0.781, -0.404, 2.171], [1.043, -1.365, 1.196], [-0.694, -0.624, 2.613], [-0.971, -2.079, 2.988], [-1.227, -2.865, 2.131], [-0.977, -2.512, 4.372], [-2.311, -2.622, 4.823], [-3.263, -2.184, 4.274], [-2.382, -3.276, 5.964], [-0.880, 0.296, 3.778], [2.731, 0.688, 4.117], [1.571, 0.474, 5.496], [3.019, 1.410, 5.664], [1.942, 2.732, 3.517], [1.870, 3.251, 5.180], [-0.269, 3.547, 4.361], [-2.484, 2.711, 4.246], [-1.938, 3.318, 2.685], [-3.170, 0.517, 2.724], [-4.174, 1.896, 3.045], [-3.135, 2.949, 0.923], [-2.767, 1.329, 0.440], [0.366, 2.910, 2.043], [-0.770, 1.880, 1.198], [0.572, 0.589, -0.316], [2.302, 0.477, 0.126], [0.714, 3.062, -0.143], [2.439, 2.932, 0.304], [2.148, 3.485, -1.971], [0.529, 0.955, -2.435], [1.014, 2.118, -3.654], [-0.096, 2.577, -2.348], [3.939, 2.306, -2.623], [3.806, 1.513, -1.034], [2.737, 0.420, -3.653], [2.404, -0.248, -2.057], [4.248, -1.612, -2.560], [6.472, 0.529, -4.445], [5.355, 1.683, -3.754], [7.011, 1.541, -3.085], [6.695, -0.250, -0.746], [6.384, -1.815, -1.552], [7.690, -0.741, -2.118], [1.387, -0.662, 3.054], [1.867, -1.823, 1.382], [-1.403, -0.384, 1.825], [-0.467, -1.910, 5.013], [-0.164, 0.035, 4.461], [-1.780, 0.143, 4.243], [-7.201, -5.068, 7.336], [-8.093, -4.552, 6.292], [-8.668, -5.709, 5.360], [-9.517, -6.721, 5.926], [-10.880, -6.195, 6.332], [-7.159, -3.798, 5.209], [-5.751, -3.684, 5.409], [-5.032, -4.871, 4.792], [-9.277, -3.490, 6.235], [-9.472, -2.586, 7.347], [-8.267, -1.699, 7.585], [-9.012, -7.184, 6.777], [-9.628, -7.481, 5.155], [-10.806, -5.509, 7.179], [-11.529, -7.019, 6.628], [-11.345, -5.651, 5.510], [-5.516, -3.581, 6.470], [-5.442, -2.761, 4.925], [-5.535, -5.804, 5.043], [-3.999, -4.937, 5.130], [-5.029, -4.789, 3.703], [-9.708, -3.164, 8.244], [-10.346, -1.987, 7.099], [-7.399, -2.286, 7.895], [-8.483, -0.977, 8.373], [-7.997, -1.167, 6.673], [5.754, 1.838, -7.720], [5.387, 1.955, -9.137], [5.667, 0.604, -9.942], [4.945, -0.588, -9.602], [3.476, -0.521, -9.975], [6.508, 2.870, -9.845], [7.566, 3.465, -9.094], [8.782, 2.562, -9.025], [4.155, 2.552, -9.948], [3.223, 3.430, -9.277], [3.891, 4.685, -8.753], [5.064, -0.793, -8.534], [5.429, -1.395, -10.149], [2.943, 0.209, -9.362], [3.003, -1.491, -9.823], [3.355, -0.224, -11.016], [7.223, 3.737, -8.095], [7.821, 4.394, -9.605], [8.498, 1.536, -8.789], [9.482, 2.916, -8.267], [9.299, 2.541, -9.984], [2.735, 2.885, -8.465], [2.461, 3.680, -10.013], [4.615, 4.451, -7.969], [3.145, 5.359, -8.331], [4.425, 5.197, -9.552]], "mulliken_charge": [-1.07, -0.32, -1.46, 0.22, 1.79, -1.21, -0.99, -0.48, -0.16, -3.63, 0.97, -0.56, -0.99, 0.67, -1.95, -0.88, -0.08, -1.01, 0.77, -1.15, -1.27, -0.90, -0.54, 0.58, -0.38, -0.44, -0.22, 0.44, -0.39, -0.22, 0.09, 0.23, 0.24, 0.37, 0.19, 0.68, 0.72, 0.45, 0.59, 0.34, 0.60, 0.32, 0.21, 0.67, 0.85, 0.25, 0.62, 0.38, 0.21, 0.53, 0.35, 0.48, 0.44, 0.44, 0.10, 0.29, 0.24, 0.45, 0.33, 0.19, 0.35, 0.25, 0.37, 0.36, 0.53, 0.43, 0.10, 0.28, 0.54, 0.77, -0.73, 0.91, -0.32, -0.34, -0.92, -0.37, -0.07, -1.12, -0.27, -0.24, -1.09, 0.29, 0.31, 0.21, 0.40, 0.26, 0.26, 0.28, 0.36, 0.27, 0.29, 0.30, 0.36, 0.30, 0.43, 0.25, -0.58, 0.96, -0.40, -0.30, -0.91, -0.41, -0.26, -1.07, -0.30, -0.21, -1.07, 0.24, 0.32, 0.20, 0.40, 0.25, 0.27, 0.36, 0.28, 0.34, 0.30, 0.28, 0.35, 0.26, 0.41, 0.27], "orbital_gap_ev": 6.93, "spin_multiplicity": 1, "homo_ev": -9.795, "charge": 1}